Computed, not measured: C20H18N6O2S in the gas phase at a distorted geometry, with ωB97M-V with the def2-TZVPD basis set.

```
! RIJCOSX wB97M-V def2-TZVPD def2/J DEFGRID3
* xyz 0 1
S -2.7689 3.3717 -1.2828
O 1.8721 -0.4515 3.2217
O -2.7583 -0.5087 -1.3868
N -2.6934 0.9139 0.3981
N 2.3268 0.2900 -0.6477
N -0.6879 1.8121 -1.4258
N 0.5292 1.4395 -1.0769
N -0.3000 -0.4953 -2.9770
N 2.4600 1.4442 -0.0158
C 0.9646 3.4460 0.1559
C -0.8261 -1.4604 -3.7020
C -0.9498 -0.7424 0.8670
C -1.0863 2.9690 -0.9903
C -3.4293 1.7441 -1.7670
C -1.1450 1.2379 2.2047
C 1.1792 0.2652 -1.2988
C 0.0031 0.8953 2.8821
C 2.4615 -2.8259 3.3572
C 0.6021 -3.1090 -2.7428
C -0.2766 3.8565 -0.2229
C -0.4232 -2.7860 -3.6193
C -2.9100 0.5883 -0.9092
C 0.6616 -0.8123 -2.1153
C 1.1628 -2.1067 -1.9732
C 0.2138 -1.0781 1.5364
C 1.3833 2.1648 -0.2545
C 0.7203 -0.2533 2.5365
C -1.6201 0.4331 1.1712
C 2.7815 -1.4462 2.7877
H -0.6791 4.8155 0.0591
H 1.4876 -3.1757 3.0239
H -1.6093 -1.1555 -4.3828
H -0.8948 -3.5419 -4.2276
H 0.3891 1.5224 3.6695
H 0.9546 -4.1271 -2.6587
H -3.1543 1.5399 -2.8010
H 3.2197 -3.5362 3.0388
H -4.5133 1.8381 -1.6871
H 3.7514 -1.1107 3.1659
H 0.7232 -1.9827 1.2480
H -3.0034 1.8373 0.6805
H 1.6216 4.0449 0.7639
H -1.3186 -1.3771 0.0781
H 2.4535 -2.7819 4.4435
H -1.6668 2.1508 2.4584
H 2.8284 -1.4632 1.6929
H 1.9634 -2.2922 -1.2759
*
```

Properties
E_tot in eV: -44902.1478
ΔE to the lowest compared entry with this formula, charge and spin in kJ/mol: 195.5
LUMO in Eh: -0.005
Structure (SMILES): CCOc1ccc(NC(=O)CSc2ccc3nnc(-c4ccccn4)n3n2)cc1

Mulliken atomic charge list, values in e, 2 entries:
1 S -0.184
2 O -0.472